[1]
Entry from the Open Molecules 2025 dataset: an isolated molecule of C3H5NS (ωB97M-V/def2-TZVPD).

The geometry in XYZ format:
```
10
Properties=species:S:1:pos:R:3:mulliken_charge:R:1
H -0.2542 1.8405 -2.5980 0.2548
N -0.5251 1.0625 -1.8737 -0.5359
C 0.0771 1.3265 -0.8033 -0.0386
C -0.0643 0.3567 0.4050 -0.1307
C -0.0913 -1.0042 0.5224 -0.5137
S -0.3388 -2.1382 2.0728 -0.1993
H 0.4462 2.2868 -0.4615 0.3087
H 0.0143 0.7150 1.4321 0.2597
H 0.0027 -1.5637 -0.3035 0.4438
H 0.7333 -2.8818 1.6077 0.1510
```

Computed properties:
Maximum force (eV Å⁻¹): 3.81
Energy above the lowest of the compared OMol25 structures with the same formula, charge and spin (kcal per mole): 45.3
Net charge: 0
LUMO (eV): 0.500
Gap between HOMO and LUMO (Ha): 0.35476

[2]
Entry from the Open Molecules 2025 dataset: a 2-piece molecular cluster, CO4S2 overall (ωB97M-V/def2-TZVPD).

The geometry in XYZ format:
```
7
Properties=species:S:1:pos:R:3:mulliken_charge:R:1
C -1.2330 1.3360 0.7669 0.7083
O -1.7423 2.3524 0.7634 -0.3313
O 0.0201 -0.6551 -1.7059 -0.4676
O -0.7288 0.3017 0.7684 -0.3716
O 1.8867 0.1020 -0.3073 -0.4662
S 0.8963 -2.5517 0.3186 0.0394
S 0.9009 -0.8853 -0.6042 0.8890
```

Computed properties:
⟨S²⟩: 2.01
Maximum force (eV Å⁻¹): 2.53
Energy above the lowest of the compared OMol25 structures with the same formula, charge and spin (kcal per mole): 6.9
2S+1: 3
Net charge: 0
LUMO (spin up / spin down) (eV): -0.367 / -4.220
Gap between HOMO and LUMO (spin up / spin down) (Ha): 0.24790 / 0.26148

[3]
Entry from the Open Molecules 2025 dataset: an isolated molecule of C3H2NOP (ωB97M-V/def2-TZVPD).

The geometry in XYZ format:
```
8
Properties=species:S:1:pos:R:3:mulliken_charge:R:1
C -0.6081 0.9482 -0.0575 -0.2154
C -0.9090 -0.5107 0.0431 0.1380
C 1.4704 -0.4000 0.0998 0.5290
N -1.5673 0.5115 0.6089 -0.5205
O 2.3918 0.1617 -0.3188 -0.3494
P 0.5432 -1.5740 0.7140 -0.1736
H 0.0340 1.8585 -0.2007 0.3038
H -1.3550 -0.9952 -0.8888 0.2882
```

Computed properties:
⟨S²⟩: 2.01
Maximum force (eV Å⁻¹): 6.01
Energy above the lowest of the compared OMol25 structures with the same formula, charge and spin (kcal per mole): 17.9
2S+1: 3
Net charge: 0
LUMO (spin up / spin down) (eV): 0.784 / -2.733
Gap between HOMO and LUMO (spin up / spin down) (Ha): 0.26678 / 0.24751

[4]
Entry from the Open Molecules 2025 dataset: a 13-piece molecular cluster, C33H53N14O3 overall (ωB97M-V/def2-TZVPD).

The geometry in XYZ format:
```
103
Properties=species:S:1:pos:R:3:mulliken_charge:R:1
C 11.1832 15.6982 8.4856 0.3117
C 12.5323 15.9771 9.0614 -0.2721
N 13.5664 14.9909 8.5831 0.6142
C 13.7478 13.6753 8.9886 -0.7744
C 14.9368 13.2451 8.3818 -0.3000
N 15.3237 14.3132 7.5969 0.5987
C 14.4853 15.3342 7.7032 -0.5485
C 16.4102 14.4304 6.6428 -1.1915
H 10.5885 16.6221 8.7212 -0.1625
H 10.6150 14.8634 8.9705 -0.1502
H 11.3057 15.5138 7.4402 -0.0534
H 12.5331 15.9996 10.1526 0.3132
H 12.8846 16.8645 8.5526 -0.1074
H 13.1074 13.2607 9.7497 0.5821
H 15.5041 12.2794 8.3839 0.3666
H 14.4094 16.1952 7.0410 0.3286
H 17.2522 13.9035 7.0022 0.3827
H 16.6306 15.4477 6.4455 0.5495
H 16.1076 14.0497 5.6171 0.2678
C 9.2741 24.2657 8.5793 -1.1745
C 8.5182 22.9884 8.7607 -0.3323
N 9.2880 21.8968 8.1844 0.2518
C 10.5969 21.3956 8.4802 -0.8861
C 10.8317 20.3866 7.5655 0.3654
N 9.7386 20.3013 6.6795 0.2657
C 8.8504 21.1783 7.1026 -0.2667
C 9.5614 19.3612 5.5351 -0.7162
H 9.5393 24.4130 7.5323 0.3236
H 10.1847 24.1854 9.1481 0.3449
H 8.7029 25.1001 8.9819 0.3811
H 7.6430 23.0862 8.1321 0.2538
H 8.2896 22.7574 9.7909 0.3190
H 11.2498 21.6939 9.3272 0.4213
H 11.6217 19.5999 7.5579 0.1408
H 7.8616 21.3313 6.8014 0.4360
H 10.3844 19.6318 4.8002 0.2688
H 8.6462 19.5020 4.9960 0.3964
H 9.7335 18.3553 5.9480 0.2166
O 12.5400 18.9155 4.4662 -0.4989
C 13.1231 18.1739 5.5435 0.3389
O 12.5238 18.2142 6.6321 -0.4780
O 14.2032 17.6131 5.3271 -0.7327
H 13.1142 18.6791 3.7462 0.2775
C 8.5178 17.7007 11.2242 -0.6823
C 8.1845 18.1188 9.8663 0.4604
N 7.9303 18.2511 8.7469 -0.4409
H 7.6467 17.3160 11.7715 0.3159
H 8.9752 18.4965 11.7268 0.2772
H 9.1810 16.8228 11.1485 0.1097
C 15.1909 12.1427 12.2524 -0.8309
C 15.8409 13.4198 12.0560 0.5517
N 16.3793 14.3896 11.7546 -0.4997
H 14.5944 11.9022 11.4052 0.1250
H 14.5517 12.2228 13.1586 0.3414
H 15.8687 11.3096 12.3881 0.3370
C 11.1816 8.8627 8.1317 -0.8335
C 12.2418 9.6798 8.8140 0.4525
N 12.9534 10.3417 9.4324 -0.4862
H 10.3756 9.5372 7.8824 0.2689
H 10.7312 8.1883 8.8809 0.3131
H 11.5594 8.3341 7.2135 0.2943
C 8.9059 12.1829 10.1938 -0.5691
C 9.4079 13.2822 10.9197 0.4660
N 9.7448 14.2718 11.4029 -0.5147
H 8.3974 12.5483 9.2665 0.2805
H 8.1567 11.6219 10.7735 0.3693
H 9.7848 11.6199 9.8954 0.0040
C 17.9416 17.7184 10.9790 -0.5042
C 17.7535 18.3553 9.6273 0.3537
N 17.6148 18.9944 8.6745 -0.4110
H 18.9620 17.7438 11.2783 0.3137
H 17.5624 16.6689 10.9875 0.0170
H 17.3620 18.2921 11.7198 0.2757
C 12.3883 14.3443 4.7226 -0.4826
C 11.6786 13.2608 5.4369 0.3812
N 11.1154 12.4494 6.0042 -0.4532
H 12.3049 14.2466 3.6983 0.5237
H 13.4234 14.3567 5.0401 0.0307
H 11.8808 15.2625 4.9157 0.0564
C 14.7192 20.6154 7.5230 -0.8641
C 13.8740 20.3395 8.6548 0.7068
N 13.1810 20.2664 9.5627 -0.6382
H 15.4686 19.8554 7.3814 0.2473
H 15.1549 21.6099 7.6944 0.3875
H 14.1115 20.6701 6.6629 0.2406
C 17.6307 9.1637 7.0442 -0.8658
C 16.9175 10.4091 6.6436 0.4280
N 16.3630 11.4113 6.4603 -0.4127
H 18.5492 9.3403 7.6103 0.2496
H 17.7423 8.3990 6.2792 0.3451
H 16.9452 8.6885 7.7812 0.2562
C 19.0010 12.8343 10.5823 -0.8001
C 17.9611 11.8324 10.1260 0.4238
N 17.1866 11.0662 9.8413 -0.3828
H 19.4372 12.5527 11.5462 0.3610
H 18.5816 13.8450 10.6393 0.0762
H 19.8304 12.8373 9.8663 0.3478
C 18.8601 18.9783 4.5917 -0.6392
C 19.5646 17.8250 5.1169 0.3730
N 20.0093 16.8498 5.5576 -0.4525
H 19.4162 19.4936 3.8561 0.3257
H 18.6558 19.6371 5.4598 0.2054
H 17.8902 18.7055 4.1327 0.1995
```

Computed properties:
Maximum force (eV Å⁻¹): 4.74
Net charge: +1
LUMO (eV): -1.221
Gap between HOMO and LUMO (Ha): 0.35122

[5]
Entry from the Open Molecules 2025 dataset: an isolated molecule of C3H4FNO2 (ωB97M-V/def2-TZVPD).

The geometry in XYZ format:
```
11
Properties=species:S:1:pos:R:3:mulliken_charge:R:1
C -2.5492 0.0194 -0.0301 -0.1979
N -1.5079 0.7052 0.0061 -0.4569
O -0.3645 -0.0773 0.0142 -0.0294
C 0.8053 0.6183 0.0008 0.5881
O 0.9387 1.7995 -0.0092 -0.4470
C 1.9893 -0.4541 -0.0141 -0.2654
F 3.1566 0.2522 -0.0132 -0.2595
H -2.6294 -1.0740 -0.0043 0.2564
H -3.5260 0.4887 0.0004 0.2948
H 1.8735 -1.1009 0.8801 0.2493
H 1.8137 -1.1770 -0.8306 0.2674
```

Computed properties:
Maximum force (eV Å⁻¹): 2.28
Energy above the lowest of the compared OMol25 structures with the same formula, charge and spin (kcal per mole): 54.4
Net charge: 0
LUMO (eV): 0.831
Gap between HOMO and LUMO (Ha): 0.42703

[6]
Entry from the Open Molecules 2025 dataset: C30H51NP2Rh as an isolated structure (ωB97M-V/def2-TZVPD).

The geometry in XYZ format:
```
85
Properties=species:S:1:pos:R:3:mulliken_charge:R:1
Rh -1.2251 1.4156 -4.8913 0.1665
C 1.1210 1.0462 -0.7775 3.8577
C -0.3229 1.5085 -1.0030 -0.6731
C -0.2381 0.5307 1.0863 1.3052
C 1.0481 0.4621 0.6315 -0.5326
C -1.0715 1.1903 0.1062 0.2104
C 2.0703 2.2460 -0.8872 -1.8519
H 1.9898 2.7392 -1.8620 0.4167
H 3.1085 1.9511 -0.6960 0.4523
H 1.7915 2.9867 -0.1279 0.4350
C 2.2099 0.0257 1.4390 -2.1559
H 3.1487 0.4934 1.1198 0.2495
H 2.3456 -1.0646 1.3990 -0.0802
H 2.0530 0.2889 2.4952 0.6365
C -0.7014 0.0801 2.4233 -1.5441
H -0.1284 0.5846 3.2123 0.4197
H -0.5790 -1.0047 2.5590 -0.0529
H -1.7546 0.3286 2.5609 0.4272
C -2.5074 1.5036 0.3331 -1.4253
H -2.6114 2.1167 1.2408 0.4059
H -3.0926 0.5816 0.4676 0.2661
H -2.9394 2.0673 -0.5013 0.4186
C -0.8110 2.3802 -2.1020 -2.1687
H -0.8207 3.4335 -1.7714 0.3261
H -1.8471 2.1181 -2.3631 0.3162
H -0.2053 2.3256 -3.0327 0.3995
C -0.9018 0.3044 -6.4684 -0.0049
C -0.5015 1.6668 -6.7143 -0.5837
C -1.4016 2.5957 -7.5283 -0.9237
C -2.8116 2.7450 -6.9102 -1.0501
C -2.8535 2.3517 -5.4287 -0.1103
C -3.1346 0.9929 -4.9875 -0.4321
C -3.4075 -0.0836 -6.0165 -1.1635
C -2.2177 -0.2745 -6.9884 -0.9838
H -1.4730 2.2727 -8.5750 0.3237
H -3.5704 2.2128 -7.4976 0.2406
H -0.9265 3.5894 -7.5461 0.4168
H -2.4633 0.0908 -7.9950 0.2701
H -0.0757 -0.4205 -6.3574 0.5777
H 0.5825 1.8583 -6.7656 0.4929
H -2.0241 -1.3503 -7.0662 0.4069
H -3.5805 -1.0209 -5.4701 0.4128
H -3.6392 0.8840 -4.0201 0.5744
H -4.3436 0.1107 -6.5533 0.3735
H -3.0638 3.8125 -6.9454 0.3737
H -3.1324 3.1610 -4.7364 0.5839
P 1.6378 -0.3702 -1.9018 1.3630
P -1.7921 -1.5141 -0.8761 1.0558
C 0.4437 -1.4636 -2.8077 -0.0787
C -0.8090 -2.1975 -2.2873 -1.0975
H 1.1213 -2.2509 -3.1889 0.6481
H 0.1158 -0.8673 -3.6874 -0.2667
H -1.5309 -2.2478 -3.1258 0.5212
H -0.5363 -3.2372 -2.0254 -0.0936
C -1.4925 -2.8852 0.3295 -1.0932
H -2.0174 -2.6792 1.2716 0.4551
H -0.4135 -2.9906 0.5045 -0.2169
H -1.8918 -3.8117 -0.1119 0.4646
C -3.5109 -2.0037 -1.2895 -1.4571
H -3.5050 -3.0191 -1.7112 0.4887
H -3.9449 -1.2928 -2.0039 0.2882
H -4.1084 -1.9918 -0.3659 0.4333
C 3.0062 -1.3258 -1.2607 -0.3900
H 3.7456 -0.6638 -0.7835 0.3617
H 3.5068 -1.8809 -2.0718 0.5330
H 2.6207 -2.0442 -0.5176 -0.4926
C 2.2461 0.5110 -3.3797 -1.5410
H 1.4148 1.0546 -3.8700 0.3365
H 2.6311 -0.2273 -4.1000 0.4568
H 3.0530 1.2122 -3.1304 0.4497
C 1.6093 -3.0475 3.1830 -0.9666
C 1.8637 -3.9429 2.0403 0.5859
C 2.0431 -5.3566 2.1541 -0.9563
C 2.1557 -5.8485 0.8418 -0.8761
C 2.0462 -4.7153 -0.0208 0.6138
C 2.0578 -4.7693 -1.4936 -0.8001
N 1.8726 -3.5805 0.7237 -0.1796
H 0.5531 -3.1023 3.4889 0.2318
H 2.2242 -3.3721 4.0338 0.4582
H 1.8502 -2.0029 2.9658 0.1179
H 2.0708 -5.8909 3.0970 0.4882
H 2.2955 -6.8645 0.4898 0.4650
H 2.5822 -5.6803 -1.8051 0.4422
H 1.0361 -4.8229 -1.8975 0.1711
H 2.5684 -3.9075 -1.9418 0.0568
```

Computed properties:
⟨S²⟩: 6.03
Maximum force (eV Å⁻¹): 5.96
Energy above the lowest of the compared OMol25 structures with the same formula, charge and spin (kcal per mole): 67.3
2S+1: 5
Net charge: +1
LUMO (spin up / spin down) (eV): -2.049 / -4.280
Gap between HOMO and LUMO (spin up / spin down) (Ha): 0.20854 / 0.23255

[7]
Entry from the Open Molecules 2025 dataset: a 3-piece molecular cluster, C16H34IO7PS overall (ωB97M-V/def2-TZVPD).

The geometry in XYZ format:
```
60
Properties=species:S:1:pos:R:3:mulliken_charge:R:1
C 1.0310 -1.4376 0.9724 -1.5410
C 0.0293 -0.2745 0.9416 0.6281
C -0.6576 -0.0703 -0.4248 -1.0893
C -0.3713 1.2766 -1.0882 0.4569
C -1.2015 2.4765 -0.5871 -1.1284
P -0.5847 3.4156 0.8775 0.7046
C 1.1112 3.9263 0.0238 -0.9577
S 2.4670 3.6041 1.1714 -0.1061
C 3.7365 2.7986 0.1564 -0.4273
C 3.8208 1.2981 0.4002 -0.7904
C -2.2283 3.1074 1.9484 -1.1791
C -2.2997 1.8610 2.7242 0.1974
O -2.9824 0.8814 2.5083 -0.4634
I -0.9382 1.7849 4.4118 -0.0441
H 0.5574 -2.3605 1.3043 0.3914
H 1.4517 -1.6176 -0.0179 0.3097
H 1.8600 -1.2210 1.6470 0.3474
H -0.7278 -0.4373 1.7056 -0.0189
H 0.5650 0.6399 1.2131 -0.0300
H -1.7342 -0.2355 -0.3542 0.2745
H -0.2770 -0.8352 -1.1082 0.5068
H -0.5805 1.1828 -2.1583 0.6042
H 0.6995 1.4621 -1.0042 -0.6270
H -1.2295 3.2246 -1.3837 0.4916
H -2.2239 2.1452 -0.4128 0.5382
H 0.1734 2.8333 1.9109 -0.2315
H -0.9224 4.7798 0.9426 -0.0024
H 1.2892 3.4232 -0.9239 0.2094
H 1.0750 5.0006 -0.1802 0.5804
H 3.5329 3.0349 -0.8882 0.2253
H 4.6843 3.2730 0.4170 0.3963
H 4.6791 0.8687 -0.1236 0.3940
H 2.9206 0.7798 0.0764 -0.0642
H 3.9509 1.1016 1.4658 0.3604
H -2.2916 3.9442 2.6489 0.5755
H -3.1179 3.1144 1.3135 0.4627
C 4.4525 -3.2589 -4.1662 -0.6663
O 3.6196 -2.3424 -3.4488 -0.3101
C 3.5808 -1.1201 -3.9677 0.6637
O 4.1681 -0.7476 -4.9463 -0.5529
O 2.7802 -0.3730 -3.2101 -0.0828
C 2.6426 0.9771 -3.6540 -0.3723
H 4.3816 -4.1988 -3.6285 0.2187
H 4.0960 -3.3807 -5.1867 0.2981
H 5.4824 -2.9090 -4.1794 0.2933
H 2.2042 1.0134 -4.6493 0.3577
H 3.6045 1.4865 -3.6595 0.3158
H 1.9768 1.4507 -2.9396 -0.1381
C -3.8083 -2.1287 3.5423 -0.5774
O -4.8436 -3.1172 3.4479 -0.3360
C -4.8586 -3.7821 2.3007 0.7980
O -4.0991 -3.6305 1.3816 -0.5505
O -5.8643 -4.6562 2.3364 -0.3282
C -5.9943 -5.4453 1.1523 -0.6223
H -3.9212 -1.6703 4.5195 0.2678
H -2.8286 -2.5962 3.4615 0.2873
H -3.9188 -1.3750 2.7700 0.2884
H -5.0949 -6.0335 0.9824 0.2912
H -6.1815 -4.8119 0.2876 0.2933
H -6.8424 -6.0994 1.3286 0.2093
```

Computed properties:
Maximum force (eV Å⁻¹): 2.13
Net charge: 0
LUMO (eV): 0.404
Gap between HOMO and LUMO (Ha): 0.32106

[8]
Entry from the Open Molecules 2025 dataset: C21H26Cl2N2OPReSi as an isolated structure (ωB97M-V/def2-TZVPD).

The geometry in XYZ format:
```
55
Properties=species:S:1:pos:R:3:mulliken_charge:R:1
Re -0.3222 -0.4870 1.4061 0.4972
N -1.0913 1.9970 -0.2322 0.1457
P 0.3939 1.1597 -0.1488 0.4471
C 1.7203 2.2462 0.3006 1.0049
C 1.9377 2.5880 1.6401 -0.5124
C 2.9078 3.5174 1.9654 -0.8581
C 3.6627 4.1075 0.9552 -0.5461
C 3.4437 3.7789 -0.3765 -0.8329
C 2.4731 2.8497 -0.7139 -0.4183
C 0.6652 0.4247 -1.7401 0.7307
C 1.9408 -0.0735 -2.0355 -0.4947
C 2.1666 -0.6708 -3.2643 -0.9474
C 1.1339 -0.7688 -4.1907 -0.5415
C -0.1359 -0.2847 -3.8926 -0.6958
C -0.3805 0.3027 -2.6623 -0.6703
C -2.0657 1.8060 0.7102 0.7048
C -3.2036 2.6120 0.7706 -1.0662
C -4.1480 2.3700 1.7354 -0.2167
C -3.9688 1.3227 2.6640 -0.8739
C -2.8484 0.5707 2.5742 -0.1726
N -1.8804 0.7769 1.6039 -0.2361
H -1.2141 2.7866 -0.8566 0.3184
H 1.3304 2.1533 2.4289 0.3644
H 3.0773 3.7929 2.9973 0.4633
H 4.4245 4.8324 1.2099 0.4413
H 4.0293 4.2490 -1.1548 0.4565
H 2.3077 2.5989 -1.7541 0.4567
H 2.7581 0.0342 -1.3315 0.5122
H 3.1535 -1.0393 -3.5099 0.4682
H 1.3221 -1.2160 -5.1581 0.4561
H -0.9271 -0.3502 -4.6270 0.4914
H -1.3665 0.6896 -2.4373 0.5003
H -3.3244 3.4191 0.0607 0.4866
H -5.0325 2.9927 1.7866 0.4794
H -4.7000 1.1197 3.4328 0.4628
H -2.6571 -0.2488 3.2555 0.3943
Cl 0.2916 -0.2578 3.7702 -0.0231
C 1.9677 -0.9373 3.5907 -0.3971
Cl 2.1055 -1.4262 1.8837 0.0283
H 2.0521 -1.7993 4.2452 0.4093
H 2.6759 -0.1457 3.8128 0.4015
C -1.2345 -4.6739 0.8804 -0.9808
Si -1.0046 -3.5125 -0.5209 0.2573
C -2.5092 -2.9682 -1.4196 -0.9547
C 0.5340 -3.6748 -1.5039 -0.6561
O -0.6516 -1.8802 0.4300 0.7384
H -1.5117 -5.6493 0.4670 0.3749
H -2.0426 -4.3678 1.5458 0.3503
H -0.3181 -4.8179 1.4546 0.3390
H -2.7988 -3.7576 -2.1211 0.4217
H -2.3296 -2.0671 -2.0079 0.2917
H -3.3541 -2.8086 -0.7489 0.3599
H 0.4490 -4.5853 -2.1066 0.4477
H 1.4175 -3.7935 -0.8748 0.3505
H 0.6792 -2.8364 -2.1882 0.0420
```

Computed properties:
⟨S²⟩: 0.76
Maximum force (eV Å⁻¹): 0.55
Energy above the lowest of the compared OMol25 structures with the same formula, charge and spin (kcal per mole): 0.0
2S+1: 2
Net charge: +3
LUMO (spin up / spin down) (eV): -11.263 / -10.962
Gap between HOMO and LUMO (spin up / spin down) (Ha): 0.24352 / 0.25450

Results for total energy: -15514.9078, -30893.3817, -15962.6591, -62076.5482, -11476.0325, -55000.3208, -59698.8012, -71543.2313 (in eV, following the order of the records).